Entry one
DFT (ωB97M-V/def2-TZVPD) results for a 9-piece molecular cluster, C16H45BF4NO7 overall.

Structure (ORCA input):
```
! RIJCOSX wB97M-V def2-TZVPD def2/J DEFGRID3
* xyz -1 1
B -0.876 0.470 -0.357
F 0.223 1.250 -0.265
F -0.455 -0.908 -0.184
F -1.669 0.743 0.689
F -1.486 0.606 -1.612
C -3.318 1.233 3.291
C -3.597 1.660 4.752
N -3.825 2.045 5.804
H -4.005 0.306 3.138
H -3.586 2.040 2.428
H -2.258 0.958 3.175
C 3.934 3.124 -1.280
C 2.605 3.848 -1.049
O 2.215 4.670 -2.173
H 4.494 3.972 -1.636
H 3.877 2.332 -2.171
H 4.338 2.653 -0.410
H 2.728 4.646 -0.117
H 1.777 2.975 -0.710
H 2.803 5.321 -2.381
C 2.461 0.620 -4.641
C 1.333 0.653 -3.564
O 0.291 1.383 -4.024
H 2.851 1.610 -5.005
H 2.186 -0.071 -5.294
H 3.257 0.292 -4.144
H 2.020 1.043 -2.667
H 1.119 -0.293 -3.383
H -0.348 1.428 -3.315
C -1.718 -3.826 -4.159
C -0.974 -2.872 -3.076
O -1.866 -2.459 -2.185
H -2.606 -3.369 -4.504
H -1.800 -4.818 -3.694
H -1.176 -3.938 -5.000
H -0.670 -2.150 -3.632
H -0.108 -3.504 -2.618
H -1.731 -1.690 -1.759
C -2.695 -2.371 1.777
C -3.403 -3.277 2.745
O -3.754 -2.536 3.827
H -1.684 -1.911 2.162
H -3.324 -1.571 1.362
H -2.491 -3.024 0.929
H -2.722 -4.006 3.012
H -4.297 -3.642 2.412
H -4.600 -2.311 3.796
C -0.230 5.340 1.190
C -0.702 3.961 1.499
O -1.804 3.576 0.716
H -0.070 5.454 -0.037
H 0.678 5.680 1.533
H -0.846 6.029 1.602
H -0.981 4.112 2.448
H 0.107 3.321 1.118
H -1.770 2.662 0.418
C 1.272 -5.260 0.455
C 0.139 -4.255 0.435
O 0.600 -3.022 1.032
H 1.568 -5.468 1.479
H 2.160 -4.782 0.174
H 1.136 -6.229 0.004
H -0.684 -4.807 0.809
H -0.304 -4.075 -0.510
H 0.222 -2.249 0.674
C 3.053 0.184 3.150
C 2.006 0.285 2.059
O 2.584 0.625 0.882
H 2.517 -0.459 4.018
H 3.424 1.189 3.530
H 3.769 -0.402 2.624
H 1.146 0.885 2.174
H 1.621 -0.594 1.979
H 1.921 0.964 0.258
*
```

LUMO energy: 2.720 eV
highest occupied orbital energy: -7.128 eV

***

Entry two
DFT (ωB97M-V/def2-TZVPD) results for a 9-piece molecular cluster, C16H45BF4NO7 overall.

Structure (ORCA input):
```
! RIJCOSX wB97M-V def2-TZVPD def2/J DEFGRID3
* xyz -1 1
B -0.411 0.102 -0.326
F 0.004 1.330 -0.919
F 0.311 -0.044 0.859
F -1.805 0.040 -0.145
F -0.023 -1.017 -1.101
C -2.085 -3.581 -0.235
C -1.402 -3.597 1.082
N -0.966 -3.666 2.188
H -3.124 -3.971 -0.057
H -1.840 -2.538 -0.680
H -1.603 -4.258 -0.871
C 3.193 -2.355 -3.827
C 1.789 -1.885 -3.510
O 1.139 -2.985 -2.844
H 3.440 -3.347 -4.268
H 3.799 -2.271 -2.915
H 3.496 -1.628 -4.618
H 1.200 -1.819 -4.432
H 1.762 -0.850 -3.097
H 0.409 -2.419 -2.435
C -1.856 2.777 4.222
C -1.013 2.375 2.929
O -0.216 1.217 3.194
H -2.862 2.166 4.418
H -2.275 3.806 3.983
H -1.126 2.985 5.033
H -0.354 3.095 2.615
H -1.761 2.276 2.024
H -0.067 0.649 2.425
C -4.336 -0.344 3.590
C -3.365 -1.058 2.705
O -3.912 -0.937 1.362
H -3.803 -0.402 4.661
H -5.218 -0.565 3.658
H -4.540 0.700 3.399
H -3.569 -2.154 2.862
H -2.433 -0.723 2.785
H -3.240 -1.035 0.620
C 3.171 -2.582 3.916
C 1.988 -2.096 3.092
O 2.499 -1.290 2.065
H 3.734 -3.325 3.366
H 2.827 -3.320 4.735
H 3.850 -1.714 4.339
H 1.373 -1.534 3.863
H 1.343 -2.850 2.596
H 1.789 -0.876 1.515
C -4.986 0.633 -3.739
C -4.327 0.386 -2.332
O -3.350 1.377 -1.943
H -5.505 1.616 -3.672
H -5.576 -0.151 -3.797
H -4.135 0.736 -4.513
H -3.862 -0.634 -2.345
H -5.289 0.398 -1.684
H -2.758 0.869 -1.411
C 4.390 2.167 0.575
C 2.963 1.742 0.605
O 2.190 2.776 0.029
H 5.162 1.483 0.999
H 4.790 3.190 0.800
H 4.566 2.139 -0.588
H 2.638 1.780 1.610
H 2.952 0.776 0.224
H 1.384 2.423 -0.355
C 3.528 3.085 -3.192
C 2.362 2.092 -3.497
O 2.055 1.989 -4.838
H 3.600 3.226 -2.126
H 3.686 3.967 -3.800
H 4.305 2.434 -3.595
H 1.517 2.310 -3.126
H 2.560 0.929 -3.063
H 1.235 1.766 -5.026
*
```

LUMO energy: 2.653 eV
highest occupied orbital energy: -6.961 eV

***

According to the calculations, the structures order from most to least stable as entry two, entry one.

***

Entry one
DFT (ωB97M-V/def2-TZVPD) results for an isolated molecule of C3H5P3.

Structure (ORCA input):
```
! RIJCOSX wB97M-V def2-TZVPD def2/J DEFGRID3
* xyz 0 1
C 1.895 2.163 0.146
C 2.240 0.947 -0.115
C -1.574 -1.629 0.038
P -1.867 1.741 -0.042
P 1.181 -0.628 -0.153
P -0.766 0.058 0.018
H 0.966 2.796 0.454
H 3.257 0.877 -0.438
H -1.589 -2.228 0.969
H -1.061 -2.357 -0.742
H -2.682 -1.742 -0.136
*
```

LUMO energy (alpha / beta): -0.674 / -2.335 eV
highest occupied orbital energy (alpha / beta): -7.971 / -7.589 eV

***

Entry two
DFT (ωB97M-V/def2-TZVPD) results for an isolated molecule of C3H5P3.

Structure (ORCA input):
```
! RIJCOSX wB97M-V def2-TZVPD def2/J DEFGRID3
* xyz 0 1
C 2.062 -0.586 0.013
C 0.702 -0.001 -0.052
P 0.257 1.517 -0.616
P -1.774 1.540 0.102
C -2.075 -0.209 0.354
P -0.851 -1.321 0.624
H 2.018 -1.671 -0.040
H 2.548 -0.325 0.956
H 2.692 -0.205 -0.792
H -2.468 1.723 -1.093
H -3.110 -0.461 0.545
*
```

LUMO energy: -0.181 eV
highest occupied orbital energy: -8.650 eV

***

According to the calculations, the structures order from most to least stable as entry two, entry one.

***

Entry one
DFT (ωB97M-V/def2-TZVPD) results for an isolated molecule of C3H4ClN.

Structure (ORCA input):
```
! RIJCOSX wB97M-V def2-TZVPD def2/J DEFGRID3
* xyz 0 1
C 1.231 1.406 -1.176
C 0.487 0.791 -0.467
C -0.269 0.142 0.540
N -0.070 -1.328 0.516
Cl -1.503 -2.256 1.055
H 1.699 2.082 -1.861
H -1.387 0.251 0.304
H -0.345 0.610 1.521
H 0.158 -1.697 -0.433
*
```

LUMO energy: 0.536 eV
highest occupied orbital energy: -9.425 eV

***

Entry two
DFT (ωB97M-V/def2-TZVPD) results for a 2-piece molecular cluster, C3H4ClN overall.

Structure (ORCA input):
```
! RIJCOSX wB97M-V def2-TZVPD def2/J DEFGRID3
* xyz 0 1
C -2.373 0.539 0.058
C 2.909 -0.275 0.971
C -1.117 0.032 0.132
N 3.306 -0.308 -0.125
Cl -0.672 -1.628 -0.141
H -3.143 0.064 -0.442
H -2.392 1.578 0.206
H -0.145 0.490 0.368
H 3.627 -0.492 -1.025
*
```

LUMO energy: 1.010 eV
highest occupied orbital energy: -9.662 eV

***

According to the calculations, the structures order from most to least stable as entry two, entry one.

***

Entry one
DFT (ωB97M-V/def2-TZVPD) results for C3H5O3Y as an isolated structure.

Structure (ORCA input):
```
! RIJCOSX wB97M-V def2-TZVPD def2/J DEFGRID3
* xyz 1 2
H -2.233 -0.687 -0.907
C -1.264 -0.395 -0.505
C -0.435 0.253 -1.363
O 0.417 1.267 -1.111
C 1.230 1.094 -0.012
O 2.214 2.024 -0.137
Y 0.359 -0.198 1.683
O 0.063 -2.260 1.835
H -1.272 -1.026 0.384
H -0.752 -2.762 1.836
H -0.692 0.259 -2.425
H 2.366 2.431 0.721
*
```

expectation value of S²: 0.753
LUMO energy (alpha / beta): -5.580 / -5.655 eV
highest occupied orbital energy (alpha / beta): -11.184 / -13.883 eV

***

Entry two
DFT (ωB97M-V/def2-TZVPD) results for C3H5O3Y as an isolated structure.

Structure (ORCA input):
```
! RIJCOSX wB97M-V def2-TZVPD def2/J DEFGRID3
* xyz 1 2
H -0.839 0.872 -1.703
O -0.395 1.733 0.386
C -0.245 0.716 -0.565
C -0.023 1.235 1.665
O -1.382 -0.052 -0.749
O 0.726 -0.214 0.047
C 1.124 0.301 1.321
H -0.859 0.695 2.140
H 0.272 2.077 2.301
H 1.251 -0.526 2.028
H 2.074 0.843 1.212
Y -0.737 -2.077 -0.322
*
```

expectation value of S²: 0.751
LUMO energy (alpha / beta): -4.687 / -5.420 eV
highest occupied orbital energy (alpha / beta): -11.429 / -12.950 eV

***

According to the calculations, the structures order from most to least stable as entry one, entry two.

***

Entry one
DFT (ωB97M-V/def2-TZVPD) results for a 2-piece molecular cluster, C6H12NS overall.

Structure (ORCA input):
```
! RIJCOSX wB97M-V def2-TZVPD def2/J DEFGRID3
* xyz 1 1
C -0.300 -2.594 -0.642
C 0.556 0.298 -0.446
C 2.797 0.632 0.601
C -2.530 0.817 0.919
C 1.922 -0.126 -0.409
C -2.006 1.223 -0.440
N -0.903 -1.564 -0.879
S -0.226 1.689 -0.327
H 0.734 -2.703 -0.289
H -0.800 -3.555 -0.782
H 2.449 0.457 1.615
H 3.821 0.278 0.521
H 2.779 1.699 0.402
H -2.441 1.623 1.644
H -3.584 0.564 0.824
H -2.003 -0.059 1.289
H 1.977 -1.208 -0.206
H 2.328 0.009 -1.422
H -2.507 2.114 -0.816
H -2.066 0.406 -1.155
*
```

LUMO energy (alpha / beta): -5.520 / -5.276 eV
highest occupied orbital energy (alpha / beta): -13.896 / -13.685 eV

***

Entry two
DFT (ωB97M-V/def2-TZVPD) results for an isolated ion of composition C6H12NS and charge +1.

Structure (ORCA input):
```
! RIJCOSX wB97M-V def2-TZVPD def2/J DEFGRID3
* xyz 1 1
C -1.576 0.748 0.560
C 0.964 1.444 0.030
C -0.495 1.361 -0.336
C -1.093 0.070 -0.776
C 1.616 0.234 0.516
C -0.562 -2.074 0.490
N -0.228 -1.085 -0.552
S 3.101 -0.237 -0.110
H -1.377 0.078 1.341
H -2.541 1.257 0.506
H 1.519 1.905 -0.818
H 1.150 2.134 0.868
H -0.767 2.226 -0.993
H -1.633 0.027 -1.709
H 1.104 -0.249 1.370
H -1.591 -2.528 0.190
H 0.037 -2.904 0.338
H -0.555 -1.660 1.467
H -0.265 -1.554 -1.447
H 3.193 0.806 -0.936
*
```

LUMO energy: -5.187 eV
highest occupied orbital energy: -13.081 eV

***

Entry three
DFT (ωB97M-V/def2-TZVPD) results for an isolated ion of composition C6H12NS and charge +1.

Structure (ORCA input):
```
! RIJCOSX wB97M-V def2-TZVPD def2/J DEFGRID3
* xyz 1 1
C -1.894 1.176 -0.424
C -0.729 0.231 -0.729
N 0.276 0.123 0.377
C 0.834 1.323 0.850
C 2.052 1.577 0.429
S 2.812 0.301 -0.619
C 1.436 -0.854 -0.274
C 1.817 -2.027 0.763
H -2.541 1.244 -1.304
H -2.365 0.840 0.510
H -1.377 2.204 -0.320
H -0.283 0.603 -1.721
H -1.115 -0.792 -1.012
H -0.197 -0.380 1.097
H 0.410 1.855 1.635
H 2.755 2.406 0.517
H 0.893 -1.333 -0.975
H 2.416 -1.662 1.526
H 2.386 -2.772 0.181
H 0.826 -2.552 1.038
*
```

LUMO energy: -3.082 eV
highest occupied orbital energy: -13.177 eV

***

Entry four
DFT (ωB97M-V/def2-TZVPD) results for an isolated ion of composition C6H12NS and charge +1.

Structure (ORCA input):
```
! RIJCOSX wB97M-V def2-TZVPD def2/J DEFGRID3
* xyz 1 1
C -1.141 -1.850 0.649
C -0.161 -1.552 -0.440
C 1.777 0.177 -0.427
C -1.117 -0.413 0.151
C 3.021 0.766 0.064
C -2.168 0.258 -0.728
N -0.228 0.478 0.775
S 1.520 -1.427 -0.042
H -2.154 -2.422 0.503
H -0.843 -2.110 1.661
H -0.204 -1.818 -1.418
H 1.293 0.572 -1.199
H 2.805 1.596 0.710
H 3.405 1.299 -0.784
H 3.517 0.012 0.529
H -1.710 1.119 -1.383
H -3.020 0.731 -0.127
H -2.555 -0.415 -1.491
H 0.327 0.214 1.528
H -0.232 1.447 0.665
*
```

LUMO energy: -4.997 eV
highest occupied orbital energy: -13.211 eV

***

According to the calculations, the structures order from most to least stable as entry three, entry two, entry four, entry one.

***

Entry one
DFT (ωB97M-V/def2-TZVPD) results for C6H10NO as an isolated structure.

Structure (ORCA input):
```
! RIJCOSX wB97M-V def2-TZVPD def2/J DEFGRID3
* xyz -1 1
C -2.515 -0.809 0.120
O -3.177 0.342 0.041
C -0.992 -0.571 0.320
C -0.596 0.744 -0.197
C 0.658 1.355 -0.208
C 1.806 0.600 0.453
N 3.123 0.699 -0.159
C 2.390 -0.463 -0.425
H -2.752 -1.479 0.988
H -2.689 -1.476 -0.762
H -0.785 -0.552 1.398
H -0.388 -1.407 -0.053
H -1.515 1.308 -0.417
H 0.315 0.609 -1.148
H 0.691 2.427 -0.075
H 1.881 0.730 1.534
H 1.935 -0.617 -1.433
H 2.611 -1.441 0.023
*
```

LUMO energy: 3.327 eV
highest occupied orbital energy: -2.656 eV

***

Entry two
DFT (ωB97M-V/def2-TZVPD) results for C6H10NO as an isolated structure.

Structure (ORCA input):
```
! RIJCOSX wB97M-V def2-TZVPD def2/J DEFGRID3
* xyz -1 1
C 2.225 1.517 0.857
O 3.012 0.464 1.094
C 0.734 1.096 0.873
C 0.406 0.402 -0.414
C -0.989 0.052 -0.520
C -1.474 -1.136 -1.224
N -2.769 -1.642 -0.929
C -1.710 -2.218 -0.176
H 2.344 2.339 1.614
H 2.391 1.996 -0.151
H -0.306 0.801 -1.300
H 0.135 2.019 0.946
H 1.202 -0.228 -0.795
H 0.553 0.500 1.767
H -1.746 0.606 0.029
H -1.032 -1.449 -2.177
H -1.565 -1.860 0.848
H -1.410 -3.258 -0.340
*
```

LUMO energy: 2.848 eV
highest occupied orbital energy: -3.195 eV

***

According to the calculations, the structures order from most to least stable as entry two, entry one.